A structure of composition C66H89N3O24Sr2. Source: the Open Molecules 2025 dataset; level of theory: ωB97M-V/def2-TZVPD.

Element x y z (Å)
Sr  -43.597  12.491  2.753
Sr  -46.187  12.098  -0.109
C  -46.910  14.592  3.773
C  -47.776  15.640  4.124
C  -48.661  16.258  3.049
O  -49.401  17.256  3.215
C  -48.624  15.719  1.782
C  -47.904  14.539  1.480
C  -46.784  14.098  2.490
O  -45.873  13.289  2.106
O  -47.921  13.913  0.397
O  -47.784  15.972  5.323
H  -46.282  14.159  4.541
H  -49.303  16.087  1.027
C  -48.951  11.125  2.133
O  -48.500  10.898  0.797
C  -49.541  10.629  -0.088
C  -48.918  10.562  -1.522
N  -48.202  11.841  -1.808
C  -47.587  11.723  -3.138
C  -46.768  13.023  -3.456
O  -45.812  13.156  -2.389
C  -45.126  14.391  -2.542
H  -48.182  11.481  2.813
H  -49.435  10.242  2.560
H  -49.761  11.855  2.048
H  -50.331  11.381  -0.194
H  -50.030  9.696  0.204
H  -49.573  10.243  -2.335
H  -48.285  9.667  -1.464
H  -48.758  12.679  -1.651
H  -48.270  11.530  -3.970
H  -46.929  10.847  -3.143
H  -47.617  13.703  -3.355
H  -46.342  12.860  -4.442
H  -44.575  14.520  -3.474
H  -44.314  14.494  -1.810
H  -45.769  15.241  -2.305
C  -49.971  24.777  -5.746
O  -50.451  23.944  -4.670
C  -49.738  22.728  -4.627
C  -50.284  21.924  -3.438
N  -49.506  20.729  -3.215
C  -48.083  20.885  -2.964
C  -47.502  19.582  -2.548
O  -47.966  19.115  -1.267
C  -47.468  17.845  -0.938
H  -50.125  24.384  -6.751
H  -48.898  24.921  -5.587
H  -50.387  25.778  -5.659
H  -48.672  22.938  -4.456
H  -49.646  22.233  -5.602
H  -51.323  21.730  -3.691
H  -50.308  22.692  -2.658
H  -49.960  20.246  -2.447
H  -48.002  21.648  -2.181
H  -47.555  21.103  -3.892
H  -46.414  19.729  -2.544
H  -47.608  18.836  -3.344
H  -47.785  17.074  -1.644
H  -47.867  17.613  0.052
H  -46.393  17.803  -0.715
C  -46.087  10.941  5.100
O  -44.836  11.620  4.917
C  -44.176  11.793  6.187
C  -42.794  12.409  6.033
N  -42.573  13.395  4.988
C  -43.342  14.629  5.211
C  -43.147  15.533  4.009
O  -43.573  14.843  2.841
C  -43.704  15.707  1.744
H  -46.043  10.035  5.706
H  -46.525  10.656  4.146
H  -46.743  11.640  5.623
H  -44.140  10.818  6.675
H  -44.783  12.430  6.839
H  -42.102  11.588  5.828
H  -42.554  12.867  6.996
H  -41.587  13.619  5.080
H  -42.947  15.241  6.029
H  -44.397  14.496  5.446
H  -42.074  15.687  3.860
H  -43.696  16.471  4.099
H  -44.727  15.833  1.385
H  -43.192  15.287  0.866
H  -43.227  16.674  1.900
C  -44.914  16.724  8.140
C  -43.979  17.508  8.824
C  -43.151  16.862  9.751
C  -43.073  15.476  9.789
C  -43.900  14.704  8.977
C  -44.846  15.337  8.203
O  -45.850  14.586  7.597
O  -42.481  17.571  10.703
H  -45.672  17.112  7.469
H  -44.011  18.588  8.786
H  -42.472  14.945  10.514
H  -43.953  13.624  9.041
H  -46.279  14.957  6.814
H  -42.807  18.471  10.788
C  -50.717  19.366  0.895
C  -50.871  20.363  -0.045
C  -52.145  20.524  -0.602
C  -53.208  19.792  -0.106
C  -53.019  18.694  0.764
C  -51.747  18.524  1.249
O  -51.440  17.564  2.202
O  -52.308  21.495  -1.565
H  -49.702  19.115  1.186
H  -50.030  21.002  -0.278
H  -54.213  19.983  -0.464
H  -53.750  18.073  1.265
H  -50.535  17.267  2.049
H  -52.962  21.111  -2.161
C  -50.753  12.142  5.987
C  -49.832  13.120  6.328
C  -50.090  14.085  7.309
C  -51.424  14.165  7.745
C  -52.378  13.209  7.413
C  -51.996  12.156  6.598
O  -52.908  11.186  6.319
O  -49.109  14.957  7.687
H  -50.436  11.418  5.247
H  -48.870  13.208  5.830
H  -51.621  14.942  8.472
H  -53.395  13.273  7.770
H  -52.647  10.529  5.673
H  -48.752  15.362  6.885
C  -52.187  17.718  5.741
C  -53.104  17.447  6.766
C  -53.193  18.284  7.823
C  -52.412  19.463  7.900
C  -51.494  19.735  6.922
C  -51.400  18.839  5.836
O  -50.412  19.107  4.923
O  -54.056  18.058  8.857
H  -52.165  17.189  4.796
H  -53.722  16.560  6.771
H  -52.586  20.217  8.655
H  -50.875  20.620  6.985
H  -50.444  18.463  4.202
H  -53.709  17.449  9.514
C  -50.107  16.296  -4.636
C  -49.869  15.200  -3.825
C  -49.964  15.294  -2.442
C  -50.466  16.476  -1.872
C  -50.879  17.526  -2.707
C  -50.729  17.408  -4.093
O  -51.095  18.484  -4.834
O  -49.735  14.176  -1.666
H  -50.028  16.338  -5.716
H  -49.830  14.215  -4.280
H  -50.558  16.542  -0.796
H  -51.368  18.457  -2.454
H  -50.660  19.264  -4.450
H  -49.403  14.418  -0.788
C  -48.214  20.424  3.120
C  -47.311  20.378  2.070
C  -46.752  21.570  1.645
C  -46.987  22.750  2.349
C  -47.892  22.761  3.437
C  -48.500  21.576  3.833
O  -49.395  21.565  4.845
O  -45.782  21.595  0.672
H  -48.686  19.487  3.393
H  -47.120  19.492  1.480
H  -46.485  23.669  2.076
H  -48.087  23.770  3.773
H  -49.648  20.646  5.026
H  -45.367  22.461  0.655
C  -45.176  17.481  2.400
C  -46.240  17.546  3.326
C  -45.968  17.821  4.672
C  -44.676  18.189  5.077
C  -43.722  18.326  4.096
C  -43.938  18.014  2.782
O  -42.968  18.275  1.836
O  -47.016  17.902  5.575
H  -45.439  17.410  1.351
H  -47.249  17.423  2.953
H  -44.501  18.439  6.113
H  -42.750  18.713  4.379
H  -43.380  18.259  0.967
H  -47.737  17.302  5.347

Atomic forces in eV per Å
-0.70 0.56 1.37
-2.47 0.73 -0.48
1.33 -1.97 -1.93
-0.58 -0.68 1.44
-1.85 1.36 0.24
2.45 -1.38 1.66
0.84 -3.10 -1.49
1.51 1.72 1.34
-2.81 2.17 1.58
1.70 -2.31 -1.29
0.26 -0.94 -1.01
-2.00 -3.12 -1.24
0.09 0.22 0.13
-0.03 0.10 -0.01
-1.49 0.18 -0.21
1.58 0.44 0.78
-0.90 -0.34 -2.51
-0.02 -0.24 1.46
1.03 -2.39 -0.05
1.05 0.76 -0.07
-2.32 -2.86 1.09
0.34 0.46 -0.71
1.05 1.03 0.98
0.28 0.07 -0.40
0.31 -0.28 -0.11
0.20 0.32 0.40
0.21 0.45 0.91
0.03 -0.10 -0.24
-0.72 0.54 0.27
0.95 0.48 -0.18
-0.46 -0.04 -0.56
-0.35 0.26 0.12
0.12 -0.03 0.16
0.86 1.21 -0.44
0.34 0.76 0.05
-0.62 -0.25 -0.39
-0.12 -0.56 0.32
-0.29 -0.06 -0.52
0.54 0.09 1.11
0.01 0.22 -1.28
1.02 0.26 0.25
0.39 1.66 -1.93
-1.33 -0.86 -0.43
-1.33 -0.13 0.45
1.27 -0.58 0.48
0.43 0.12 -1.00
-0.39 0.23 0.99
-0.26 -0.29 0.08
0.18 -0.10 -0.21
-0.46 -0.21 0.07
0.09 0.33 0.38
-0.94 -0.35 -0.04
0.06 -0.49 0.20
0.15 -0.42 0.54
0.43 -0.13 0.21
0.86 0.14 -0.14
-0.06 0.58 0.11
0.15 0.01 0.56
-0.71 -0.23 0.13
0.15 -0.04 -0.13
-0.47 -0.12 -0.13
0.36 0.30 -0.75
-0.66 0.50 0.30
0.62 -0.49 -0.54
-0.57 0.64 0.16
0.38 -1.16 0.68
-0.90 -0.25 -0.28
0.65 1.67 -0.42
0.10 -0.87 0.78
-0.40 -0.68 -0.15
0.69 -1.44 -2.63
0.58 0.02 0.03
0.22 0.27 -0.16
-0.26 -0.11 -0.10
0.41 0.01 0.02
-0.27 0.11 -0.27
0.22 0.09 0.21
0.11 -0.31 0.16
0.02 0.21 -0.30
0.03 -0.38 0.39
0.05 -0.56 -0.18
0.08 0.52 0.25
0.46 -1.18 0.32
0.37 -0.65 0.49
0.49 -0.60 -0.02
0.34 -1.90 -0.49
0.72 -0.07 -0.53
-0.70 -0.95 0.30
-0.22 0.53 0.13
-0.14 -0.46 -0.07
-0.33 0.14 0.03
-1.13 0.60 -0.54
0.66 -1.08 -0.01
0.54 -0.35 -0.02
-0.03 0.44 0.24
-0.04 0.07 -0.02
0.24 0.35 0.09
0.25 -0.04 0.18
0.11 0.75 0.37
-0.09 0.00 -0.19
1.07 -0.01 -1.09
-0.67 -0.18 0.14
0.64 0.58 0.79
-0.68 -1.43 -0.07
0.54 1.07 0.43
0.70 -0.45 0.84
-2.06 -0.09 -1.17
-0.50 -0.68 0.17
-0.10 0.27 0.47
-0.08 0.02 -0.28
0.01 0.16 -0.09
-0.58 0.18 -0.61
-0.23 0.39 0.40
-0.15 0.55 -0.17
0.72 0.63 0.18
0.42 0.59 0.48
-1.21 -0.82 -1.36
0.98 0.10 0.94
0.63 0.17 0.05
-0.17 -0.65 -1.10
-0.99 0.05 0.53
-0.29 0.28 0.15
-0.40 -0.26 0.01
0.12 -0.37 -0.03
-0.35 0.13 -0.12
0.03 -0.06 0.09
0.47 0.18 -0.05
0.04 0.06 0.21
-0.41 0.37 -0.24
0.32 -0.72 -0.80
0.86 1.52 1.20
-0.43 -0.23 -0.42
-0.14 -0.66 -0.57
0.74 0.58 0.72
-0.42 -0.13 0.01
-1.02 -0.16 0.46
0.03 -0.44 0.18
-0.08 -0.03 -0.23
-0.04 -0.36 0.36
0.03 0.01 -0.18
0.03 0.01 -0.02
0.18 -0.01 -0.13
-1.26 0.64 -0.41
-0.07 -0.66 0.14
-0.88 1.03 -0.30
0.02 0.38 -0.48
0.23 -1.02 -0.34
1.02 0.52 1.28
0.07 -0.11 -0.75
0.05 -0.14 0.00
0.18 -0.61 -0.03
0.70 -0.03 0.00
-0.18 0.12 0.07
0.08 -0.19 0.99
0.12 0.30 0.02
0.05 0.10 -0.01
0.31 -1.11 -0.11
-0.32 0.89 -0.59
1.20 1.04 0.79
-1.22 -0.83 0.87
1.05 0.52 -1.66
-0.27 0.39 0.01
0.36 0.55 0.17
0.00 -0.79 -0.63
-0.03 0.21 0.14
-0.03 -0.17 0.16
-0.04 0.04 -0.12
-0.37 -0.33 0.85
-0.22 -0.11 -0.20
-0.08 0.08 0.02
-1.54 3.17 1.41
1.56 -0.27 -0.46
-1.97 0.80 1.07
-1.13 -0.09 -0.37
1.12 1.46 0.60
-2.11 1.74 -0.50
0.36 0.64 0.47
3.93 3.24 -0.24
-0.03 0.09 0.09
0.87 0.71 0.13
0.13 0.08 -0.11
0.08 0.03 -0.08
-0.03 0.44 -0.15
-0.76 0.57 0.01

Calculated values
multiplicity	1
HOMO	-0.378	Ha
frontier orbital gap	2.46	eV
total charge	+2

These are the Mulliken partial charges, in e, on atoms 1 to 4: 1.8165 1.5893 0.9708 -0.1921